Model P:
{"formula": "C34H35As2BrNO5RuSTe", "method": "ωB97M-V/def2-TZVPD", "species": ["Ru", "O", "C", "C", "C", "N", "C", "Br", "C", "H", "H", "H", "H", "C", "As", "C", "C", "C", "C", "C", "C", "C", "As", "C", "C", "H", "H", "H", "H", "H", "H", "H", "H", "H", "H", "H", "H", "H", "H", "H", "H", "Te", "C", "C", "C", "C", "S", "H", "H", "H", "O", "C", "O", "C", "C", "C", "C", "O", "C", "O", "C", "C", "H", "H", "H", "H", "H", "C", "C", "C", "C", "C", "C", "C", "H", "H", "H", "H", "H", "H", "H"], "xyz": [[-1.03, -0.68, 0.78], [-3.17, 4.80, 3.13], [-2.57, 3.80, 2.46], [-1.39, 3.20, 2.88], [-0.88, 2.17, 2.12], [-1.44, 1.71, 1.00], [-2.53, 2.32, 0.62], [-3.31, 1.76, -1.02], [-3.15, 3.36, 1.28], [-2.69, 4.97, 3.95], [-0.90, 3.49, 3.80], [0.03, 1.67, 2.42], [-4.06, 3.81, 0.91], [1.80, -2.52, 2.19], [1.38, -0.92, 1.15], [2.55, 0.29, 2.17], [2.55, -1.26, -0.40], [3.75, -0.56, -0.54], [4.58, -0.77, -1.62], [4.23, -1.68, -2.60], [3.04, -2.38, -2.49], [2.18, -2.19, -1.41], [0.43, -3.16, -1.34], [0.70, -4.34, -2.89], [-0.39, -1.72, -2.45], [2.87, -2.73, 2.15], [1.22, -3.36, 1.80], [1.48, -2.32, 3.21], [3.51, -0.17, 2.41], [2.02, 0.51, 3.09], [2.71, 1.22, 1.62], [4.04, 0.15, 0.22], [5.51, -0.22, -1.70], [4.88, -1.85, -3.45], [2.78, -3.09, -3.27], [0.81, -3.80, -3.83], [-0.17, -4.98, -2.96], [1.58, -4.95, -2.73], [0.17, -1.67, -3.39], [0.68, -0.46, -1.44], [-1.44, -1.90, -2.65], [-1.60, -1.22, 3.31], [-0.08, -0.66, 4.68], [0.65, -1.52, 5.45], [1.55, -0.88, 6.36], [1.50, 0.48, 6.28], [0.34, 0.96, 5.11], [0.54, -2.59, 5.37], [2.20, -1.41, 7.03], [2.06, 1.20, 6.84], [-0.78, 0.52, -3.94], [-0.40, 1.00, -2.97], [-0.25, -0.47, -1.73], [0.06, 2.12, -2.22], [0.60, 2.03, -0.94], [1.04, 3.17, -0.29], [0.87, 4.36, -0.95], [1.19, 5.58, -0.52], [0.85, 6.52, -1.56], [0.27, 5.75, -2.62], [0.31, 4.45, -2.24], [-0.10, 3.35, -2.91], [0.65, 1.09, -0.41], [1.45, 3.13, 0.71], [1.75, 7.01, -1.90], [0.11, 7.23, -1.17], [-0.54, 3.40, -3.90], [-2.98, -1.75, 0.37], [-3.17, -2.41, -0.92], [-2.79, -3.75, -1.11], [-2.93, -4.39, -2.33], [-3.44, -3.72, -3.44], [-3.86, -2.40, -3.27], [-3.74, -1.77, -2.04], [-2.98, -2.46, 1.19], [-3.70, -0.96, 0.58], [-2.39, -4.29, -0.26], [-2.64, -5.43, -2.42], [-3.55, -4.22, -4.39], [-4.30, -1.87, -4.10], [-4.10, -0.76, -1.92]], "spin_multiplicity": 2, "e_homo_ha": [-0.20741, -0.19958], "lumo_energy_ev": [-1.32, -1.32], "homo_lumo_gap_ev": [4.328, 4.114]}


Model Q:
{"formula": "C34H35As2BrNO5RuSTe", "method": "ωB97M-V/def2-TZVPD", "species": ["Ru", "O", "C", "C", "C", "N", "C", "Br", "C", "H", "H", "H", "H", "C", "As", "C", "C", "C", "C", "C", "C", "C", "As", "C", "C", "H", "H", "H", "H", "H", "H", "H", "H", "H", "H", "H", "H", "H", "H", "H", "H", "Te", "C", "C", "C", "C", "S", "H", "H", "H", "O", "C", "O", "C", "C", "C", "C", "O", "C", "O", "C", "C", "H", "H", "H", "H", "H", "C", "C", "C", "C", "C", "C", "C", "H", "H", "H", "H", "H", "H", "H"], "xyz": [[0.26, -0.29, -0.09], [4.28, 0.37, 4.70], [3.43, -0.10, 3.76], [2.13, -0.50, 4.05], [1.35, -0.97, 3.02], [1.77, -1.05, 1.76], [3.03, -0.68, 1.51], [3.63, -0.86, -0.27], [3.90, -0.21, 2.47], [3.84, 0.41, 5.56], [1.73, -0.45, 5.06], [0.34, -1.31, 3.20], [4.91, 0.09, 2.22], [-1.01, 3.53, 0.31], [-1.13, 1.68, 0.87], [-0.75, 1.89, 2.78], [-3.05, 1.49, 1.22], [-3.94, 2.55, 1.16], [-5.23, 2.42, 1.68], [-5.62, 1.23, 2.27], [-4.74, 0.14, 2.30], [-3.46, 0.27, 1.77], [-2.21, -1.21, 1.48], [-3.15, -2.71, 2.28], [-2.95, -1.41, -0.32], [-1.44, 4.16, 1.09], [-1.55, 3.67, -0.62], [0.03, 3.79, 0.16], [-1.39, 2.68, 3.18], [0.30, 2.14, 2.91], [-0.98, 0.96, 3.29], [-3.65, 3.49, 0.71], [-5.91, 3.26, 1.64], [-6.60, 1.13, 2.71], [-5.07, -0.80, 2.73], [-4.09, -2.87, 1.76], [-3.34, -2.52, 3.34], [-2.53, -3.60, 2.19], [-4.03, -1.47, -0.25], [-2.56, -2.28, -0.82], [-2.69, -0.52, -0.87], [0.52, -3.01, -0.05], [-0.62, -4.13, -1.44], [-0.18, -4.62, -2.64], [-1.12, -5.48, -3.28], [-2.26, -5.63, -2.55], [-2.18, -4.73, -1.10], [0.79, -4.38, -3.05], [-0.95, -5.96, -4.24], [-3.14, -6.23, -2.78], [1.54, 1.46, -0.93], [2.00, 2.21, 0.00], [1.86, 2.03, 1.22], [2.77, 3.43, -0.46], [3.18, 4.37, 0.48], [3.88, 5.52, 0.10], [4.13, 5.67, -1.24], [4.79, 6.70, -1.86], [4.82, 6.37, -3.25], [4.11, 5.15, -3.43], [3.73, 4.74, -2.17], [3.04, 3.61, -1.82], [2.95, 4.19, 1.52], [4.20, 6.26, 0.82], [5.86, 6.25, -3.57], [4.34, 7.16, -3.83], [2.72, 2.88, -2.55], [0.51, -0.69, -2.33], [-0.74, -0.05, -2.71], [-1.80, -0.84, -3.19], [-2.99, -0.27, -3.61], [-3.16, 1.11, -3.54], [-2.12, 1.91, -3.08], [-0.92, 1.34, -2.68], [1.42, -0.11, -2.30], [0.61, -1.75, -2.53], [-1.66, -1.92, -3.24], [-3.79, -0.90, -3.98], [-4.10, 1.55, -3.86], [-2.24, 2.98, -3.06], [-0.09, 1.96, -2.36]], "spin_multiplicity": 2, "e_homo_ha": [-0.25182, -0.25353], "lumo_energy_ev": [-0.65, -0.38], "homo_lumo_gap_ev": [6.199, 6.522]}


Which structure is the least stable? The one labeled model P.


Model P:
{"formula": "C3H11N3", "method": "ωB97M-V/def2-TZVPD", "species": ["C", "N", "C", "N", "C", "N", "H", "H", "H", "H", "H", "H", "H", "H", "H", "H", "H"], "xyz": [[-0.22, 0.71, -0.71], [0.54, -0.12, 0.21], [1.19, 0.62, 1.26], [1.54, -0.15, 2.43], [-0.99, -0.13, -1.73], [-1.77, -1.24, -0.80], [-0.97, 1.29, -0.16], [0.45, 1.40, -1.21], [0.00, -0.93, 0.43], [2.11, 1.05, 0.86], [0.67, 1.50, 1.67], [0.80, -0.18, 3.10], [2.03, -0.99, 2.19], [-0.29, -0.39, -2.54], [-1.65, 0.55, -2.29], [-2.54, -1.55, -1.38], [-0.91, -1.45, -1.34]], "e_homo_ha": -0.31188, "lumo_energy_ev": 1.07, "homo_lumo_gap_ev": 9.558}


Model Q:
{"formula": "C3H11N3", "method": "ωB97M-V/def2-TZVPD", "species": ["C", "C", "N", "H", "H", "H", "H", "H", "N", "C", "N", "H", "H", "H", "H", "H", "H"], "xyz": [[1.50, -1.46, -2.61], [2.37, -0.53, -2.04], [2.69, -0.24, -0.65], [1.30, -2.32, -1.97], [1.11, -1.71, -3.48], [2.85, 0.23, -2.63], [2.47, -1.05, 0.05], [3.60, 0.10, -0.40], [-2.40, -0.35, 0.88], [-2.55, 1.05, 1.48], [-1.18, 1.52, 1.89], [-1.67, -0.27, 0.05], [-1.81, -0.81, 1.56], [-2.94, 1.69, 0.66], [-3.21, 1.04, 2.30], [-1.46, 2.33, 2.46], [-0.65, 0.79, 2.46]], "e_homo_ha": -0.30991, "lumo_energy_ev": 0.96, "homo_lumo_gap_ev": 9.394}


Model R:
{"formula": "C3H11N3", "method": "ωB97M-V/def2-TZVPD", "species": ["C", "C", "C", "N", "N", "N", "H", "H", "H", "H", "H", "H", "H", "H", "H", "H", "H"], "xyz": [[-1.63, -0.70, -0.44], [0.61, 1.86, -0.32], [-1.06, -0.51, 0.97], [2.19, -1.28, 0.33], [1.64, -0.19, -0.32], [0.95, 0.67, 0.47], [-0.96, 0.07, -0.85], [-1.56, -1.76, -0.80], [-2.75, -0.34, -0.71], [-0.12, 2.54, 0.18], [1.49, 2.50, -0.34], [0.25, 1.69, -1.32], [-1.44, 0.25, 1.63], [-0.76, -1.32, 1.57], [1.53, -1.78, 0.79], [2.76, -0.83, 1.19], [1.05, -0.47, -1.14]], "e_homo_ha": [-0.28156, -0.28495], "lumo_energy_ev": [0.80, 0.89], "homo_lumo_gap_ev": [8.460, 8.646]}


Which structure is the least stable? The one labeled model R.


Model P:
{"formula": "C3H11N3", "method": "ωB97M-V/def2-TZVPD", "species": ["C", "C", "H", "H", "H", "H", "H", "H", "N", "N", "C", "N", "H", "H", "H", "H", "H"], "xyz": [[1.35, 1.45, 1.35], [1.46, 0.09, 0.73], [0.40, 1.92, 1.08], [1.39, 1.39, 2.44], [2.49, -0.26, 0.60], [0.97, -0.68, 1.32], [0.80, 0.19, -0.49], [2.15, 2.11, 0.99], [-1.23, -0.58, 0.04], [-1.28, -2.00, -0.03], [-0.81, 0.10, -1.14], [-1.07, -0.45, -2.31], [-1.96, -0.15, 0.59], [-1.99, -2.24, -0.72], [-0.40, -2.31, -0.45], [-1.30, 0.27, -2.99], [-0.99, 1.18, -1.01]], "e_homo_ha": -0.31910, "lumo_energy_ev": 0.61, "homo_lumo_gap_ev": 9.294}


Model Q:
{"formula": "C3H11N3", "method": "ωB97M-V/def2-TZVPD", "species": ["C", "N", "C", "H", "H", "H", "H", "H", "N", "C", "N", "H", "H", "H", "H", "H", "H"], "xyz": [[-0.55, -0.51, -1.60], [0.49, -1.25, -1.55], [1.69, -0.90, -2.31], [-1.43, -0.94, -1.34], [-0.76, 0.49, -2.09], [2.20, -0.31, -1.69], [1.64, -0.31, -3.20], [2.30, -1.73, -2.66], [-1.57, 0.18, 1.92], [-0.21, 0.53, 2.07], [0.12, 1.68, 1.30], [-1.64, -0.74, 2.38], [-1.83, 0.18, 0.95], [0.04, 0.75, 3.24], [0.41, -0.31, 1.81], [0.61, 1.45, 0.37], [-0.42, 2.50, 1.56]], "e_homo_ha": -0.32444, "lumo_energy_ev": 0.98, "homo_lumo_gap_ev": 9.811}


Which structure is the least stable? The one labeled model P.